# 1
Molecular formula: C10H9AlI2N3O4SY
Method: DFT, ωB97M-V/def2-TZVPD

```
31
Properties=species:S:1:pos:R:3:forces:R:3:nbo_charge:R:1
I 3.2701 -2.2302 0.8762 0.08 -0.26 -0.07 0.41
I 2.2818 1.8667 1.6685 -1.59 0.85 -0.19 0.01
Al -0.0484 1.5360 0.4310 2.57 0.97 -0.38 1.05
Y 0.2863 -1.7191 1.2628 1.09 -0.97 -0.77 1.67
S 1.0400 0.0264 -0.7464 -0.83 -0.27 -0.11 -0.43
C -2.0780 -1.3789 0.3163 -5.31 0.42 -2.86 0.41
C -1.8316 -1.9587 2.8043 -3.88 -0.13 3.69 0.44
C 0.5415 -0.0479 -2.5777 0.07 -0.57 -1.10 0.00
C 1.3255 1.0448 -3.2796 0.51 0.27 0.51 -0.66
C -0.9371 0.1667 -2.7199 -0.32 -0.36 0.15 -0.62
C 0.9975 -1.4427 -3.0143 0.13 -0.39 0.03 -0.65
C -1.3527 0.8587 1.9489 -3.34 2.10 6.42 0.42
C -1.8061 2.4531 -0.4485 -5.17 2.32 -0.59 0.51
O -2.7385 -1.8673 3.5084 3.71 -0.47 -2.92 -0.26
O -3.1518 -1.2480 -0.0949 4.74 -0.56 1.93 -0.27
O -1.9092 1.0843 2.9546 2.85 -1.42 -5.55 -0.24
O -2.8633 2.8738 -0.6597 5.35 -2.04 0.82 -0.18
H 1.1212 1.0268 -4.3584 -0.02 -0.14 0.24 0.30
H 2.4016 0.9110 -3.1209 -0.15 0.13 -0.20 0.25
H 1.0335 2.0282 -2.8972 0.09 0.03 -0.16 0.22
H -1.1998 0.1467 -3.7871 -0.08 -0.08 0.30 0.31
H -1.2775 1.1250 -2.3213 0.12 0.18 -0.21 0.18
H -1.4594 -0.6196 -2.1782 -0.35 -0.14 -0.31 0.19
H 0.8198 -1.5925 -4.0950 0.09 0.18 0.44 0.30
H 0.4628 -2.2455 -2.4798 -0.03 0.22 -0.19 0.20
H 2.0731 -1.5860 -2.8202 -0.30 0.11 -0.24 0.24
N 0.7981 -0.7118 3.1238 0.45 0.96 1.97 -0.78
C 1.1770 -0.1942 4.1199 -0.89 -1.58 -1.85 0.75
N 1.6892 0.2987 5.1602 -0.80 0.79 2.21 -0.35
C 0.9599 0.5571 6.2222 1.90 -0.43 -2.14 0.47
N 0.3745 0.8383 7.2021 -0.68 0.30 1.14 0.09
```
Forces are in eV/Å.

Properties
- E: -57804.564 eV
- HOMO (alpha / beta): -21.993 / -21.998 eV
- Frontier orbital gap (alpha / beta): 0.19822 / 0.18121 Ha
- Net charge: +4

---

# 2
Molecular formula: C10H9BNO10S
Method: DFT, ωB97M-V/def2-TZVPD

```
32
Properties=species:S:1:pos:R:3:forces:R:3:nbo_charge:R:1
C 3.6789 3.7702 -0.7662 -2.40 -9.86 0.45 -0.24
C 3.3186 2.4006 -0.5825 2.98 8.86 -1.96 -0.10
C 3.0348 0.7578 -0.7124 1.18 2.79 0.39 -0.56
S 1.5223 0.6160 -1.8690 0.34 -0.51 0.63 0.66
C 0.0181 1.3783 -0.9802 -2.30 0.43 0.37 -0.33
N -0.8112 2.1507 -1.9836 0.34 -0.11 2.00 -0.64
C -1.4668 3.3767 -1.3873 -0.18 1.22 -1.11 -0.43
C 2.0118 1.6213 -3.3725 3.20 6.37 -8.17 0.55
O 2.8668 1.0266 -4.2462 -4.53 1.50 5.82 -0.65
O 1.6027 3.0003 -3.6825 1.41 -7.87 3.17 -0.69
H 3.9944 4.8556 -1.1490 -1.04 -3.11 1.28 0.30
H 2.8186 0.3097 0.3469 0.09 0.71 -2.26 0.31
H 3.9838 0.2708 -1.2464 -2.40 1.09 1.07 0.30
H 0.4345 2.0293 -0.0892 -0.95 -1.21 -2.02 0.25
H -0.6439 0.4754 -0.5661 2.24 1.83 -0.84 0.28
H -1.4790 1.5446 -2.5111 0.87 0.75 1.02 0.38
H -0.7539 3.9038 -0.6152 -1.45 -1.27 -1.50 0.21
H -1.6004 4.1495 -2.2854 0.24 -1.57 1.98 0.21
H -2.5379 3.1956 -0.9378 2.12 0.21 -0.57 0.18
B -1.5381 -3.1407 2.2018 -0.29 -0.42 0.22 1.13
O -0.2506 -3.3724 2.8643 0.64 1.02 -0.59 -0.63
C 0.5940 -2.4360 2.4102 2.79 -2.54 3.11 0.65
O 1.7591 -2.3387 2.7600 -1.48 0.13 -0.66 -0.54
C -0.0811 -1.5843 1.4662 -1.97 2.50 -2.77 0.69
O 0.4102 -0.6372 0.8739 -0.19 -1.14 0.81 -0.61
O -1.3533 -1.9817 1.3228 1.50 0.60 0.07 -0.63
O -1.9528 -4.3200 1.4351 -0.73 0.02 0.48 -0.64
C -3.1353 -4.7100 1.9313 0.37 -3.39 -3.31 0.65
O -3.7666 -5.6698 1.5195 0.79 1.39 0.68 -0.54
C -3.5289 -3.8337 3.0034 -2.16 2.24 3.58 0.65
O -4.5530 -3.9191 3.6617 1.41 0.01 -1.01 -0.54
O -2.5957 -2.8891 3.1859 -0.42 -0.66 -0.36 -0.64
```
Forces are in eV/Å.

Properties
- E: -43990.845 eV
- HOMO: -6.357 eV
- Frontier orbital gap: 0.30675 Ha
- Net charge: -1

---

# 3
Molecular formula: C10H9Cl7
Method: DFT, ωB97M-V/def2-TZVPD

```
26
Properties=species:S:1:pos:R:3:forces:R:3:nbo_charge:R:1
Cl 3.4169 -1.5612 -0.8751 0.28 0.26 0.07 0.04
Cl -2.1767 1.7167 -2.4659 1.71 -0.40 0.71 -0.06
Cl -3.1941 -0.9362 -0.9583 0.52 -0.15 0.11 -0.01
Cl -1.2694 -1.8335 -2.8980 0.48 0.34 1.20 -0.04
Cl 0.8055 -2.2707 2.1996 0.40 0.56 -1.22 -0.01
Cl 1.5188 -0.0046 3.6150 -0.70 0.75 -0.85 -0.05
Cl -2.0139 -1.2795 2.0206 -0.15 -0.06 0.18 0.02
C 1.8467 -1.0277 -1.2783 -2.44 0.24 2.13 -0.18
C 0.9618 -0.4720 -0.3716 1.77 0.15 -4.31 -0.03
C -0.5276 1.0357 -1.9467 1.40 -0.12 -0.30 -0.36
C -1.4373 -1.2886 -1.1526 0.08 1.06 0.54 -0.17
C 0.5479 1.6106 0.8329 -0.30 -1.26 0.95 -0.40
C 0.6898 -0.4557 2.0113 -0.18 -1.60 2.26 0.09
C -0.4794 -0.0094 -0.7281 -0.29 -0.46 -1.71 -0.10
C -0.7425 0.7760 0.5619 -3.14 1.43 0.51 -0.26
C 1.3545 0.2465 0.8357 0.31 0.57 2.30 -0.37
C -0.7866 -0.0345 1.8832 -0.21 1.40 0.41 -0.30
H 1.4939 -1.3869 -2.2262 -0.03 -0.03 -0.33 0.23
H -0.0825 0.5727 -2.8316 -0.73 -0.44 0.01 0.23
H 0.2499 1.8419 -1.8483 -1.38 -0.25 0.59 0.23
H -1.2093 -2.1396 -0.4976 -0.04 0.26 -0.46 0.24
H 0.6201 2.2274 1.8002 -0.42 -1.47 -1.11 0.25
H 0.7848 2.3241 0.0777 0.39 0.05 -0.85 0.23
H -1.7044 1.3356 0.4095 0.88 -0.27 0.43 0.26
H 2.3600 0.3089 1.1465 1.52 0.06 -0.66 0.26
H -1.0271 0.7039 2.6842 0.27 -0.62 -0.57 0.26
```
Forces are in eV/Å.

Properties
- E: -98171.548 eV
- HOMO: -9.728 eV
- Frontier orbital gap: 0.36274 Ha
- SMILES: Cl/C=C1\[C@H]2C[C@H]([C@@H](Cl)C2(Cl)Cl)[C@]1(CCl)C(Cl)Cl
- Net charge: 0